C6H6O2 | ωB97M-V/def2-TZVPD

The geometry in XYZ format:
```
14
Properties=species:S:1:pos:R:3:forces:R:3:nbo_charge:R:1
C -1.5991 -1.3036 -0.0823 0.1 -2.1 1.6 -0.5365
C -0.4689 -0.6223 0.2552 1.4 -1.2 -0.2 0.2772
O 0.6071 -1.3913 0.7188 2.4 1.9 -4.4 -0.5073
C 1.9333 -0.8391 -0.2355 -3.7 4.3 4.5 -0.0172
C 1.9947 0.5379 -0.0114 0.5 -1.9 -1.0 0.0983
O 0.9960 1.4414 0.5214 1.1 -3.3 -1.9 -0.4753
C -0.2741 0.8914 0.1395 3.8 -3.1 2.9 0.2051
C -1.3091 1.5938 0.0389 -6.3 -0.8 -3.6 -0.4016
H -2.4763 -0.8762 0.5387 0.6 -1.0 -2.2 0.2393
H -1.4180 -2.5330 -0.3903 -0.9 3.8 1.6 0.2356
H 2.7774 -1.4032 -0.5484 0.0 -1.0 -0.1 0.2257
H 2.9653 0.9566 -0.3975 -1.4 0.4 0.6 0.2079
H -2.2069 0.9542 -0.4901 2.1 1.6 1.8 0.2269
H -1.5214 2.5933 -0.0571 0.3 2.3 0.4 0.2218
```
Forces are in eV/Å.

structure (SMILES): C=C1OC=COC1=C
relative energy (zero: lowest compared OMol25 entry of this formula, charge and spin): 603.80 kJ/mol
E_tot: -382.4558 Eh
HOMO-LUMO gap: 9.047 eV